C48H78FN6O7Si | the ωB97M-V functional and the def2-TZVPD basis

Computed properties:
Kohn-Sham gap   6.97 eV
2S+1   1
Highest occupied orbital energy   -0.194 hartree
Calculated total energy   -3119.67392 hartree
Total charge   -1

Element x y z (Å)
C: 8.011 1.795 -1.035
Si: 7.361 0.949 -2.685
C: 8.728 1.254 -4.020
C: 5.667 1.775 -3.080
C: 5.762 3.429 -3.051
C: 4.576 4.154 -2.181
C: 4.591 3.729 -0.567
C: 3.015 3.858 -0.035
C: 2.299 2.386 -0.124
C: 0.816 2.575 -0.873
C: -0.410 1.848 -0.051
C: -1.286 0.778 -0.988
C: -1.824 1.696 -2.234
C: -3.077 1.061 -3.079
C: -3.838 2.174 -4.068
F: -3.311 3.550 -3.912
O: -2.453 0.542 -0.106
C: -2.482 -0.893 0.253
O: -3.528 -1.600 0.758
O: -1.120 -1.403 -0.113
C: -0.548 -0.658 -1.268
C: 1.076 -0.806 -1.105
O: 1.464 -0.848 0.336
O: 1.948 -2.046 0.625
C: -0.991 -1.588 -2.543
O: -1.892 -2.585 -2.458
O: -0.384 -1.342 -3.892
C: 7.246 -0.947 -2.265
C: 6.141 -1.357 -1.096
C: 6.072 -2.965 -0.694
C: 7.053 -4.064 -1.413
C: 8.117 -3.613 -2.594
C: 8.236 -2.015 -3.033
H: 8.028 2.963 -1.099
H: 7.322 1.444 -0.136
H: 9.093 1.342 -0.847
H: 9.318 2.246 -3.828
H: 9.535 0.378 -3.977
H: 8.238 1.219 -5.096
H: 4.885 1.450 -2.259
H: 5.273 1.466 -4.159
H: 5.634 3.816 -4.171
H: 6.812 3.827 -2.689
H: 4.724 5.332 -2.238
H: 3.547 3.921 -2.697
H: 4.993 2.633 -0.408
H: 5.282 4.438 0.068
H: 2.503 4.671 -0.742
H: 2.944 4.285 1.059
H: 2.992 1.687 -0.799
H: 2.206 1.821 0.909
H: 0.931 1.983 -1.902
H: 0.594 3.687 -1.169
H: -1.182 2.677 0.327
H: 0.017 1.316 0.918
H: -0.967 2.049 -2.983
H: -2.231 2.707 -1.749
H: -2.648 0.244 -3.838
H: -3.869 0.509 -2.376
H: -5.025 2.110 -3.965
H: -3.624 1.868 -5.202
H: 1.710 -0.048 -1.738
H: 1.356 -1.887 -1.526
H: 1.185 -2.521 1.110
H: 5.453 -0.523 -0.591
H: 5.324 -3.291 0.151
H: 6.975 -5.193 -1.068
H: 8.847 -4.375 -3.133
H: 9.035 -1.744 -3.853
C: 10.897 7.584 -1.983
C: 10.373 6.386 -1.201
C: 10.338 5.098 -2.023
C: 9.379 5.171 -3.134
N: 8.626 5.228 -4.015
H: 10.245 7.829 -2.826
H: 10.948 8.464 -1.334
H: 11.903 7.389 -2.370
H: 9.372 6.618 -0.816
H: 11.021 6.229 -0.330
H: 10.057 4.268 -1.364
H: 11.340 4.873 -2.407
C: 4.329 -1.057 -7.175
C: 2.935 -1.084 -6.560
C: 2.156 0.214 -6.776
C: 2.767 1.354 -6.080
N: 3.250 2.257 -5.533
H: 4.958 -0.293 -6.708
H: 4.820 -2.025 -7.034
H: 4.279 -0.854 -8.250
H: 3.018 -1.302 -5.488
H: 2.372 -1.910 -7.012
H: 1.134 0.076 -6.406
H: 2.078 0.429 -7.849
C: -6.888 -1.445 2.107
C: -6.275 -2.713 2.688
C: -7.314 -3.683 3.248
C: -8.022 -3.134 4.413
N: -8.584 -2.699 5.330
H: -7.404 -0.861 2.874
H: -6.105 -0.812 1.677
H: -7.604 -1.685 1.314
H: -5.553 -2.439 3.468
H: -5.711 -3.221 1.897
H: -6.808 -4.609 3.544
H: -8.034 -3.952 2.466
C: -7.213 3.328 -6.192
C: -8.354 2.973 -5.247
C: -9.292 1.906 -5.810
C: -10.022 2.374 -6.996
N: -10.597 2.741 -7.935
H: -7.584 3.771 -7.120
H: -6.546 4.057 -5.719
H: -6.622 2.442 -6.444
H: -8.916 3.883 -5.004
H: -7.925 2.602 -4.308
H: -10.015 1.628 -5.034
H: -8.724 1.000 -6.054
C: -8.859 -3.705 8.394
C: -8.246 -4.973 8.976
C: -9.286 -5.943 9.535
C: -9.993 -5.393 10.700
N: -10.556 -4.959 11.618
H: -9.376 -3.121 9.162
H: -8.077 -3.072 7.965
H: -9.576 -3.944 7.602
H: -7.525 -4.699 9.756
H: -7.683 -5.481 8.184
H: -8.780 -6.869 9.832
H: -10.006 -6.212 8.753
C: -5.387 -4.532 12.598
C: -5.492 -5.914 13.230
C: -5.009 -7.036 12.310
C: -5.859 -7.188 11.121
N: -6.526 -7.306 10.179
H: -6.031 -4.444 11.718
H: -5.698 -3.766 13.315
H: -4.357 -4.317 12.295
H: -6.531 -6.094 13.533
H: -4.886 -5.925 14.144
H: -5.013 -7.977 12.872
H: -3.972 -6.850 12.008

Atomic partial charges in e from the Mulliken method, atoms 1 to 99: number 1, C, carries -0.735; number 2, Si, carries 0.179; number 3, C, carries -0.927; number 4, C, carries 1.375; number 5, C, carries 0.084; number 6, C, carries -0.714; number 7, C, carries -0.019; number 8, C, carries -0.828; number 9, C, carries 0.863; number 10, C, carries -0.514; number 11, C, carries -1.007; number 12, C, carries 0.607; number 13, C, carries -0.600; number 14, C, carries -0.479; number 15, C, carries 0.036; number 16, F, carries -0.347; number 17, O, carries -0.367; number 18, C, carries 0.304; number 19, O, carries -0.555; number 20, O, carries -0.307; number 21, C, carries 1.736; number 22, C, carries -0.528; number 23, O, carries -0.140; number 24, O, carries -0.450; number 25, C, carries -0.247; number 26, O, carries -0.669; number 27, O, carries -0.662; number 28, C, carries 0.547; number 29, C, carries -0.210; number 30, C, carries -0.414; number 31, C, carries -0.357; number 32, C, carries -0.414; number 33, C, carries -0.344; number 34, H, carries 0.046; number 35, H, carries 0.247; number 36, H, carries 0.310; number 37, H, carries 0.193; number 38, H, carries 0.275; number 39, H, carries 0.271; number 40, H, carries -0.957; number 41, H, carries -0.156; number 42, H, carries 0.382; number 43, H, carries -0.508; number 44, H, carries 0.289; number 45, H, carries 0.208; number 46, H, carries -0.115; number 47, H, carries 0.308; number 48, H, carries 0.287; number 49, H, carries 0.330; number 50, H, carries -0.753; number 51, H, carries 0.303; number 52, H, carries 0.037; number 53, H, carries 0.291; number 54, H, carries 0.406; number 55, H, carries 0.278; number 56, H, carries 0.238; number 57, H, carries 0.363; number 58, H, carries 0.182; number 59, H, carries 0.244; number 60, H, carries -0.004; number 61, H, carries 0.206; number 62, H, carries -0.080; number 63, H, carries 0.441; number 64, H, carries 0.323; number 65, H, carries 0.190; number 66, H, carries 0.279; number 67, H, carries 0.260; number 68, H, carries 0.253; number 69, H, carries 0.125; number 70, C, carries -1.164; number 71, C, carries -0.540; number 72, C, carries -0.092; number 73, C, carries 0.241; number 74, N, carries -0.491; number 75, H, carries 0.329; number 76, H, carries 0.347; number 77, H, carries 0.296; number 78, H, carries 0.301; number 79, H, carries 0.349; number 80, H, carries 0.117; number 81, H, carries 0.367; number 82, C, carries -1.102; number 83, C, carries -0.332; number 84, C, carries -0.348; number 85, C, carries 0.335; number 86, N, carries -0.498; number 87, H, carries 0.227; number 88, H, carries 0.348; number 89, H, carries 0.324; number 90, H, carries 0.237; number 91, H, carries 0.341; number 92, H, carries 0.181; number 93, H, carries 0.321; number 94, C, carries -1.041; number 95, C, carries -0.293; number 96, C, carries -0.471; number 97, C, carries 0.258; number 98, N, carries -0.452; number 99, H, carries 0.347